Below is a gas-phase ion, C6H6N (charge +1) at a distorted geometry, with properties calculated with ωB97M-V with the def2-TZVPD basis set.

XYZ file:
```
13
Properties=species:S:1:pos:R:3:forces:R:3
C -0.424795 -0.113402 1.376599 -0.72 0.08 -1.39
C -1.461285 0.490592 0.730610 0.39 -0.62 0.54
C 0.437694 1.426077 -2.461115 1.11 1.00 0.16
C 0.544805 -0.694375 0.449780 -1.26 -1.19 -1.44
C -0.068745 -0.440554 -1.001350 -0.45 1.56 4.66
C -1.410083 0.374267 -0.641615 0.00 -0.75 -2.44
N 0.554479 0.515063 -1.772584 0.20 1.15 -1.45
H -0.226519 -0.264180 2.395983 -0.17 0.16 1.50
H -2.351323 0.926691 1.085177 -0.60 0.63 1.13
H 0.645773 2.382034 -2.975882 -0.42 -0.94 0.16
H 1.438163 -0.147596 0.575412 1.70 -0.21 0.22
H 0.526047 -1.817001 0.606396 0.95 1.27 0.08
H -0.019641 -1.361094 -1.445088 -0.74 -2.13 -1.73
```
Positions in Å, forces in eV/Å.

Output
Relative energy (zero: lowest compared OMol25 entry of this formula, charge and spin) in kJ/mol: 376.2
HOMO energy in eV: -13.0
Net charge: +1
Frontier orbital gap in eV: 7.51
Multiplicity: 1
E_LUMO in eV: -5.45